Density functional theory data (ωB97M-V with the def2-TZVPD basis set) for 3 unconnected molecules or ions with the total composition C4H14NO2 in a non-equilibrium geometry.

Properties
**Relative energy (zero: lowest compared OMol25 entry of this formula, charge and spin)**: 292.2 kJ/mol
**Total charge**: +1
**Highest occupied orbital energy**: -15.11 eV

The geometry in XYZ format:
```
21
Properties=species:S:1:pos:R:3:forces:R:3:lowdin_charge:R:1
C -0.536 0.362 -2.986 2.389 0.299 1.508 -0.084
C -0.510 1.020 -1.528 1.650 1.377 -1.059 -0.207
C -0.084 -0.115 -0.573 3.638 -1.671 -2.305 -0.202
C 1.065 -0.252 1.700 -0.055 1.161 -2.174 0.188
N 0.170 0.162 0.832 -2.069 1.191 3.439 0.045
H -0.785 1.072 -3.746 0.173 0.504 -0.380 0.065
H -1.199 -0.429 -3.079 -1.825 -1.379 0.194 0.036
H 0.451 -0.197 -3.213 -1.148 1.505 0.366 0.112
H -1.440 1.446 -1.172 -0.708 -0.226 -0.382 0.083
H 0.147 2.020 -1.626 -0.789 -2.586 0.666 0.157
H 0.954 -0.515 -0.846 -1.540 0.468 -0.469 0.124
H -0.762 -0.992 -0.824 0.510 0.991 1.314 0.164
H 1.976 -0.696 1.308 -0.465 -0.539 -0.286 0.085
H 1.144 -0.070 2.786 -1.149 0.505 -0.690 0.133
H -0.627 0.791 1.183 1.307 -1.237 0.573 0.134
H -2.568 1.506 2.978 -1.490 -0.109 2.601 0.023
H -2.631 1.589 1.513 0.444 0.117 0.437 0.079
O -2.001 1.526 2.259 0.961 0.042 -3.230 -0.018
H 2.759 -2.873 -0.452 -2.670 1.933 1.608 0.143
H 1.909 -3.079 0.860 -0.017 1.997 -2.059 0.111
O 1.985 -2.375 0.095 2.854 -4.345 0.330 -0.171
```
Positions in Å, forces in eV/Å.

---

Density functional theory data (ωB97M-V with the def2-TZVPD basis set) for a molecular structure, C3H3CoO2 in a non-equilibrium geometry.

Properties
**Multiplicity**: 5
**Relative energy (zero: lowest compared OMol25 entry of this formula, charge and spin)**: 160.7 kJ/mol
**Total charge**: +2
**Highest occupied orbital energy (alpha / beta)**: -18.60 / -17.08 eV

The geometry in XYZ format:
```
9
Properties=species:S:1:pos:R:3:forces:R:3:lowdin_charge:R:1
C 0.306 -0.511 1.146 -2.293 -3.179 -1.518 0.350
C 1.038 0.413 1.719 2.489 3.077 1.937 0.249
H 1.718 0.164 2.547 -0.063 0.068 0.034 0.152
H 0.111 -1.579 1.259 0.006 0.094 -0.037 0.128
H 1.019 1.460 1.400 0.032 -0.059 0.058 0.140
O -0.888 -0.142 -2.372 -0.519 0.456 1.444 0.109
C -1.431 0.324 -1.442 -1.470 0.954 -0.299 -0.309
O -2.055 0.843 -0.637 0.685 -0.461 0.102 0.333
Co 0.182 -0.971 -3.621 1.134 -0.950 -1.721 0.847
```
Positions in Å, forces in eV/Å.

---

Density functional theory data (ωB97M-V with the def2-TZVPD basis set) for 2 unconnected molecules or ions with the total composition BH3OS in a non-equilibrium geometry.

Properties
**Relative energy (zero: lowest compared OMol25 entry of this formula, charge and spin)**: 382.7 kJ/mol
**Highest occupied orbital energy (alpha / beta)**: -9.64 / -10.13 eV

The geometry in XYZ format:
```
6
Properties=species:S:1:pos:R:3:forces:R:3:lowdin_charge:R:1
B -0.048 -0.383 0.262 0.164 3.644 0.240 -0.880
O 0.205 -1.642 0.069 0.321 -2.412 -0.372 0.062
S 1.366 0.797 0.180 -0.718 -0.085 0.059 0.599
H -1.211 -0.075 0.422 0.493 0.459 -0.004 0.057
H -0.692 -1.958 0.028 -0.306 -1.398 -0.060 0.081
H 0.381 3.262 -0.960 0.046 -0.208 0.137 0.081
```
Positions in Å, forces in eV/Å.

---

Density functional theory data (ωB97M-V with the def2-TZVPD basis set) for 3 unconnected molecules or ions with the total composition C3H9O3S in a non-equilibrium geometry.

Properties
**Relative energy (zero: lowest compared OMol25 entry of this formula, charge and spin)**: 46.3 kJ/mol
**Total charge**: -1
**Highest occupied orbital energy**: -3.29 eV

The geometry in XYZ format:
```
16
Properties=species:S:1:pos:R:3:forces:R:3:lowdin_charge:R:1
O 0.442 1.024 0.363 -1.563 -0.776 0.542 -0.103
C -0.736 0.636 0.205 1.266 0.075 -0.214 -0.367
C -1.287 -0.595 0.975 1.249 0.882 0.815 -0.272
C -1.720 -1.680 0.003 -1.159 -0.022 -0.251 -0.718
S -1.217 -1.123 -1.657 -0.095 0.129 -0.200 0.279
H -1.373 1.292 -0.386 -0.529 -0.160 0.137 0.082
H -0.419 -0.791 1.658 -0.739 -0.467 -0.496 0.094
H -2.126 -0.311 1.635 0.255 0.203 -0.170 0.094
H -1.316 -2.684 0.113 0.179 0.106 0.691 0.022
H -2.833 -1.772 0.152 0.845 -0.096 -0.545 0.049
H 2.484 1.448 -1.459 0.145 0.001 -0.186 0.019
H 1.617 2.008 -0.394 0.302 0.313 -0.469 -0.014
O 2.332 2.288 -1.019 -0.286 -0.153 0.391 -0.116
H 1.777 -0.777 1.774 -0.303 0.393 -0.302 0.009
H 1.976 0.666 2.315 -0.410 -0.023 -0.483 0.017
O 2.369 -0.205 2.262 0.844 -0.404 0.739 -0.073
```
Positions in Å, forces in eV/Å.